1.
68
Properties=species:S:1:pos:R:3:nbo_charge:R:1 method="wB97M-V/def2-TZVPD" gap_ev=7.26 e_above_lowest_kcal_mol=0.0 e_homo_ev=-8.48 charge=0
H -2.328 1.935 1.385 0.251
H -2.759 -4.578 -0.706 0.176
C -5.119 1.992 -1.651 -0.626
O 2.190 -2.484 0.829 -0.629
H -1.256 -1.271 -2.499 0.213
C 2.244 -0.274 -1.666 -0.370
C 1.542 0.698 -2.460 -0.425
N 3.809 0.958 5.568 0.489
C 2.921 -0.306 3.650 -0.131
H -5.855 0.140 -3.203 0.217
H 5.794 -0.869 5.522 0.284
C -1.209 -1.991 -1.675 -0.455
C 5.022 -0.998 4.757 -0.141
C -3.741 -0.379 -2.890 -0.076
H -3.353 3.426 -3.154 0.209
H -3.799 -4.083 -2.053 0.187
O 6.431 -3.746 2.971 -0.358
H 0.969 0.492 -3.366 0.246
C 1.985 -1.501 1.539 0.801
C -4.849 0.420 -3.524 -0.477
H 4.315 -2.914 2.015 0.272
H -1.742 -3.501 -3.223 0.213
C 4.164 -2.140 2.751 -0.083
O 7.147 -2.651 4.724 -0.374
C 5.149 -2.003 3.779 -0.008
C -4.129 1.494 -2.677 0.268
O -2.982 0.733 -2.153 -0.570
N 6.301 -2.847 3.821 0.499
H -4.577 2.801 -4.291 0.215
H 1.529 3.868 0.417 0.244
C -2.985 -3.751 -1.387 -0.068
O 2.843 1.743 5.406 -0.386
C 3.033 0.430 -0.708 -0.325
H -0.162 -1.967 -1.336 0.236
H -0.858 -4.124 -1.865 0.222
H -2.956 2.095 -4.373 0.221
C 2.770 1.816 -0.848 -0.272
C -1.265 2.175 1.356 -0.432
C 1.841 1.992 -1.920 -0.438
H -4.728 2.904 -1.171 0.212
H -0.432 1.009 3.119 0.248
C 3.015 -1.307 2.676 -0.145
O 1.020 -0.637 1.359 -0.883
H 2.108 0.400 3.659 0.256
H 1.913 2.237 2.538 0.247
C 3.901 -0.154 4.669 0.067
C -2.222 -1.666 -0.516 -0.101
H -6.045 2.268 -2.191 0.219
Y 0.283 0.834 -0.175 1.950
O -3.370 -2.592 -0.630 -0.537
C 0.988 2.318 1.954 -0.339
C -1.645 -3.418 -2.142 -0.429
H -5.403 1.209 -0.929 0.225
H -3.147 -0.910 -3.623 0.186
H 3.316 2.621 -0.330 0.230
C -0.612 3.106 0.456 -0.451
C -3.698 2.525 -3.683 -0.618
H -1.645 -1.749 0.445 0.193
H -1.087 3.687 -0.349 0.249
H -4.755 0.574 -4.574 0.209
H -4.064 -1.066 -2.138 0.220
H -2.583 -0.614 -0.561 0.214
O 4.662 1.124 6.455 -0.358
H 1.499 2.959 -2.321 0.245
H 3.868 -0.009 -0.139 0.244
C 0.775 3.181 0.841 -0.322
H 2.275 -1.352 -1.839 0.255
C -0.263 1.687 2.275 -0.307



2.
221
Properties=species:S:1:pos:R:3:lowdin_charge:R:1 method="wB97M-V/def2-TZVPD" gap_ev=8.69 e_above_lowest_kcal_mol=176.9 e_homo_ev=-8.44 charge=0
H 3.740 2.545 -4.935 0.066
C 3.242 4.174 3.489 -0.016
H 0.883 -0.179 -3.407 0.072
H -0.448 -8.634 1.948 0.112
H -2.759 -9.050 5.376 0.065
H -0.809 3.158 5.510 0.089
H 2.280 -3.874 -2.902 0.101
H 3.599 5.190 3.324 0.079
H 7.431 4.392 0.141 0.121
H -0.167 -7.428 3.179 0.117
O 1.374 5.460 5.234 -0.203
H 6.547 -2.608 1.938 0.075
H -5.917 -5.214 -1.901 0.081
C -1.735 6.119 0.513 -0.355
C -0.654 2.722 -6.367 -0.188
H 0.728 -6.222 -3.534 0.090
N -0.633 0.288 -6.277 0.052
H 3.036 -0.495 0.982 0.030
N 3.335 1.528 -1.752 0.090
H -0.281 4.182 7.755 0.118
H -0.707 0.380 -7.280 0.076
H -0.250 3.541 -3.812 0.075
H -1.556 -0.855 2.448 0.100
H 0.183 1.489 -1.212 0.126
O -4.066 -2.844 -6.142 -0.185
C -2.271 -1.167 -2.705 -0.055
H -1.068 6.804 1.036 0.126
H 7.015 1.976 1.013 0.084
H -1.269 1.849 3.650 0.083
C -3.194 6.606 0.284 -0.206
H 3.656 -0.191 -4.774 0.119
H 1.401 2.802 6.799 0.065
H -0.966 6.659 -1.472 0.068
C -1.429 -3.788 -5.499 -0.051
H 0.636 1.256 7.292 0.076
H 0.080 -3.916 3.698 0.081
H -3.765 6.551 1.211 0.128
H -1.826 2.111 6.538 0.127
N -2.367 -6.048 -5.272 0.051
O -0.851 -0.146 4.374 -0.183
H 3.707 6.003 0.050 0.088
H -1.835 -1.683 -3.560 0.057
H 6.124 0.942 0.019 0.044
H -3.267 -7.994 4.138 0.061
H -2.731 -0.477 3.583 0.121
H -0.885 -6.492 0.290 0.064
H -3.048 -0.497 -3.075 0.079
H 5.566 2.871 -1.638 0.085
H 6.315 -2.006 0.359 0.062
N -2.425 -3.269 3.391 0.030
H -0.291 6.614 5.767 0.076
H 3.863 3.483 2.917 0.061
H 3.319 -5.181 -2.714 0.119
N -2.503 -8.350 4.694 0.033
C 0.445 -5.655 -2.647 -0.124
H 0.255 2.643 0.793 0.022
C 4.049 2.452 -3.894 -0.080
C -5.015 6.264 -1.057 -0.131
H -7.259 -2.577 0.071 0.065
H 4.215 1.084 -1.535 0.043
H 3.698 4.269 -0.040 0.054
H 0.065 -4.659 -2.879 0.062
H 5.069 2.070 -3.940 0.077
H 1.274 1.548 -7.724 0.079
H 4.025 3.407 -3.369 0.074
C 6.199 -1.723 1.405 -0.063
H -2.621 -4.050 4.000 0.084
C 6.490 4.465 -0.403 -0.124
H -3.333 -2.848 3.249 0.070
O -1.902 -7.196 1.995 -0.205
H -1.570 5.174 -1.578 0.056
C -1.723 -8.993 3.627 -0.438
H -1.718 -0.478 0.001 0.116
H 1.137 -2.583 -0.763 0.069
C -0.319 1.090 -0.331 -0.408
H 4.239 5.040 -1.406 0.083
C -2.688 -4.599 -5.302 -0.446
H 4.759 0.541 3.019 0.120
H -0.961 -9.622 4.087 0.131
H -2.627 3.978 4.348 0.066
H -4.782 -0.258 -0.323 0.074
C 6.140 1.976 0.363 -0.050
C -2.639 -9.871 2.876 -0.105
C 1.406 1.251 -6.684 -0.047
H -1.083 -4.075 -6.492 0.088
H -2.790 -2.002 -2.233 0.077
O 5.426 5.076 0.456 -0.186
H -5.643 -1.446 -2.780 0.102
C 4.782 -1.263 1.788 -0.404
H 2.584 1.123 -1.210 0.024
O -6.663 -0.740 -1.158 -0.222
C -6.452 -1.775 -2.128 -0.169
H -1.322 1.848 8.858 0.064
H -2.353 0.883 -0.872 0.117
H 0.837 6.312 7.022 0.086
H 0.179 -2.559 2.703 0.069
H -0.042 5.271 -0.753 0.060
H 1.185 7.513 5.648 0.085
N -1.811 4.919 1.347 0.034
H -5.517 6.995 -0.424 0.085
H -0.694 -4.065 -4.743 0.053
H -1.802 3.402 9.019 0.063
H -4.616 -4.941 -6.041 0.124
H -2.174 -5.458 0.700 0.082
N 1.457 4.116 1.682 0.050
H 0.887 -1.920 -3.211 0.073
H -3.195 -6.598 -5.094 0.064
H 4.562 -0.246 -3.283 0.124
H -2.142 -10.282 1.997 0.075
C 4.750 -0.541 3.154 -0.182
O -1.198 -0.540 -1.939 -0.188
C -5.950 -4.249 -2.407 -0.052
C -1.480 -2.387 3.966 -0.464
H 4.072 -1.033 5.656 0.090
C 1.025 5.362 3.827 -0.178
H -5.038 -4.023 -2.960 0.056
H -1.607 -2.680 5.008 0.135
H -3.548 -4.329 -7.289 0.128
H 5.169 2.130 0.835 0.056
C 0.780 6.550 5.959 -0.086
C 6.285 2.988 -0.828 -0.432
N -1.003 2.786 9.053 0.050
H -2.992 -4.380 -4.278 0.124
C -3.789 -4.256 -6.228 -0.210
H 1.510 0.832 0.718 0.065
C 0.722 0.192 0.322 -0.072
H -2.011 -6.473 -6.116 0.070
H -7.247 -1.920 -2.860 0.117
H -4.852 6.882 -1.940 0.088
H -0.368 -6.163 -2.128 0.077
H -0.923 4.445 1.434 0.015
H -5.295 0.628 -1.767 0.070
H -4.021 3.856 5.476 0.086
H 1.901 0.280 -6.650 0.075
O -0.053 3.947 -5.878 -0.148
H -5.827 5.580 -1.303 0.089
O -3.800 5.746 -0.623 -0.194
H 2.184 1.769 -3.570 0.114
H 0.249 1.507 4.566 0.067
C -1.731 -0.906 3.522 -0.139
C -1.411 -6.089 1.156 -0.054
H 3.340 3.928 4.547 0.069
H 1.369 6.277 3.343 0.115
H 1.068 -3.942 0.167 0.066
O 3.498 -0.944 3.662 -0.210
O 2.701 -0.969 -3.073 -0.238
N 4.020 -0.533 0.757 0.066
C -0.460 3.107 7.709 -0.446
C -5.625 0.236 -0.805 -0.060
H 1.393 2.303 8.505 0.078
H -1.579 -2.710 -5.442 0.059
N -0.617 2.169 0.606 0.072
C 1.435 -1.087 -3.651 -0.104
H -5.909 1.134 -0.257 0.084
H -0.680 -5.506 1.717 0.065
H 0.606 -2.362 4.386 0.068
H -1.700 2.577 -6.095 0.124
H 2.037 -2.719 0.842 0.070
H -7.957 -3.719 -0.825 0.076
H 4.263 -2.212 1.925 0.118
H 2.058 2.060 -6.354 0.062
C -1.009 5.763 -0.852 -0.060
C -3.039 4.297 5.306 -0.124
H -0.582 2.811 -7.451 0.132
H 5.526 -0.931 3.811 0.123
H 2.294 -1.059 5.095 0.077
H 7.687 2.955 -2.343 0.070
H 3.280 -2.296 -1.931 0.029
C 3.172 1.423 -3.267 -0.377
H 3.202 0.438 5.202 0.080
C 1.786 -3.172 -0.117 -0.043
H 0.091 0.985 2.946 0.060
H -3.242 7.575 -0.213 0.123
H 0.197 1.469 -4.880 0.115
H 2.201 3.566 1.277 0.065
C 2.933 -3.853 -0.872 -0.373
C 2.534 -4.648 -2.178 -0.125
H 6.472 5.192 -1.215 0.117
H 0.292 -0.380 1.145 0.071
H -0.047 5.465 3.659 0.107
H 1.373 -1.315 -4.715 0.087
H -5.162 -3.042 -0.835 0.127
H 7.519 1.599 -1.703 0.068
C -1.346 3.086 6.456 -0.166
H -1.570 0.582 -6.041 0.065
N 3.856 -2.783 -1.258 0.023
H 1.602 5.052 1.332 0.074
C -0.547 4.248 -4.587 -0.129
H -6.017 -3.214 -6.849 0.085
H 4.188 -1.163 -0.014 0.020
H -1.622 4.397 -4.486 0.085
H 6.970 -0.983 1.622 0.065
C -6.114 -3.119 -1.359 -0.457
H -2.999 -10.721 3.455 0.083
H -0.179 5.209 -4.229 0.084
C -0.486 1.120 3.861 -0.122
H 3.553 -4.331 -0.114 0.134
H -5.492 -1.526 -6.774 0.088
C 3.577 -0.034 -3.698 -0.145
H -1.133 2.945 0.217 0.038
C -1.483 0.231 -0.792 -0.199
C 0.828 2.292 7.573 -0.056
C -0.950 -7.989 2.670 -0.192
H -3.117 5.366 5.110 0.081
C 4.274 5.150 -0.322 -0.162
O 1.505 -5.603 -1.717 -0.196
H 1.237 -0.435 -0.405 0.059
O -2.227 4.267 6.466 -0.189
H 1.217 3.302 3.503 0.108
C 3.293 -0.631 5.008 -0.107
H -4.904 -2.611 -8.023 0.084
C -0.107 -2.842 3.716 -0.063
N -7.087 -3.464 -0.380 0.041
C -5.163 -2.547 -6.966 -0.132
H 4.651 -3.139 -1.769 0.083
N 7.523 2.569 -1.424 0.005
H -6.825 -4.114 -3.043 0.071
H -3.404 -9.330 2.320 0.082
H -2.515 4.333 0.922 0.064
C 1.706 4.183 3.088 -0.398
C 0.071 1.495 -5.962 -0.487



3.
16
Properties=species:S:1:pos:R:3:nbo_charge:R:1 method="wB97M-V/def2-TZVPD" gap_ev=8.04 e_above_lowest_kcal_mol=93.1 e_homo_ev=-13.45 charge=+1
H -1.811 -1.480 1.243 0.215
H 3.758 -0.132 0.619 0.300
C 3.030 0.030 -0.271 -0.740
H -0.662 1.841 -0.724 0.214
C 0.392 -0.437 0.082 -0.004
H 3.404 -0.342 -1.195 0.275
H -2.904 -0.321 0.608 0.241
H -2.210 -1.722 -0.364 0.226
C -1.418 1.239 -0.168 -0.416
H -1.793 1.821 0.658 0.233
C -1.997 -0.968 0.335 -0.414
H 3.049 1.073 -0.281 0.334
N -0.885 -0.091 0.057 -0.372
H 0.633 -1.445 0.315 0.319
H -2.256 1.078 -0.953 0.231
C 1.670 -0.144 0.041 0.355